{
  "formula": "C8H17BBrF2O5",
  "method": "the ωB97M-V functional and the def2-TZVPD basis",
  "species": ["O", "B", "C", "C", "F", "O", "C", "C", "F", "Br", "O", "H", "H", "H", "H", "H", "H", "H", "C", "O", "C", "C", "O", "C", "H", "H", "H", "H", "H", "H", "H", "H", "H", "H"],
  "positions_angstrom": [[0.885442, 0.717636, 0.853994], [0.316628, 1.883702, 1.546374], [1.371455, 3.071190, 2.055682], [2.882397, 2.616087, 2.099821], [3.712727, 3.772713, 2.253479], [-0.519481, 1.504435, 2.702669], [-1.781906, 2.197536, 2.746483], [-1.604489, 3.214006, 1.487280], [-1.337499, 4.563181, 1.880881], [-3.333193, 3.402536, 0.468661], [-0.635531, 2.624095, 0.664748], [0.941064, -0.013032, 1.494957], [0.973682, 3.421167, 3.066834], [1.271200, 3.969665, 1.364304], [3.087841, 2.057690, 1.130357], [3.018847, 1.849271, 2.921614], [-2.532212, 1.370863, 2.567051], [-1.884807, 2.810675, 3.690822], [-0.393899, -0.855781, -1.858253], [-1.202775, -1.938924, -1.408442], [-1.693593, -2.734464, -2.478927], [-0.908077, -4.032412, -2.605473], [0.430362, -3.790297, -3.029452], [1.359901, -3.882139, -1.961473], [0.092014, -0.407200, -0.990418], [0.378870, -1.191213, -2.556134], [-1.021244, -0.097824, -2.338005], [-1.678842, -2.175728, -3.420449], [-2.735146, -2.976225, -2.244275], [-1.377677, -4.654532, -3.374303], [-0.924979, -4.590897, -1.663582], [1.476300, -4.927430, -1.655831], [1.051268, -3.278223, -1.104753], [2.322737, -3.513436, -2.317292]],
  "forces_ev_per_angstrom": [[0.0, 0.0, 0.6], [0.4, 0.7, 0.6], [1.1, 0.4, 0.2], [-2.3, -0.3, -0.4], [0.0, -1.2, 0.0], [-1.2, 0.0, 0.9], [2.0, 0.0, -1.2], [0.9, -1.8, -0.8], [0.0, -1.8, -0.4], [0.4, 0.0, 0.2], [-2.9, 2.0, 1.1], [-0.2, 0.5, -0.4], [0.9, -0.4, -1.1], [0.4, -1.1, 0.7], [0.2, 1.1, 1.0], [0.3, 1.2, -0.5], [0.1, 1.6, 0.3], [-0.2, -0.8, -0.9], [0.1, 0.2, 0.2], [0.1, -0.2, -0.5], [0.1, -0.1, 0.7], [0.0, 0.3, -0.5], [0.0, -0.1, 0.3], [0.0, 0.1, -0.1], [-0.2, 0.0, 0.0], [-0.1, -0.1, -0.1], [0.1, 0.0, -0.1], [0.1, -0.1, 0.0], [-0.1, -0.1, -0.1], [0.0, 0.0, 0.0], [0.0, 0.1, 0.0], [0.0, 0.0, 0.1], [0.0, 0.0, 0.0], [-0.1, 0.0, -0.1]],
  "nbo_charge": [-0.9547, 0.9939, -0.7444, 0.0446, -0.4093, -0.7561, -0.1297, 0.6069, -0.3891, -0.1254, -0.7005, 0.4718, 0.1990, 0.2112, 0.1690, 0.1447, 0.1948, 0.1791, -0.2745, -0.5509, -0.0852, -0.0862, -0.5541, -0.2541, 0.2479, 0.1589, 0.1658, 0.1736, 0.1744, 0.1716, 0.1719, 0.1560, 0.1909, 0.1880],
  "homo_energy_ev": -5.172,
  "largest_force_ha_per_bohr": 0.07262,
  "total_charge": -1
}



{
  "formula": "C9H16N5",
  "method": "the ωB97M-V functional and the def2-TZVPD basis",
  "species": ["C", "C", "C", "C", "C", "C", "C", "C", "C", "N", "N", "N", "N", "N", "H", "H", "H", "H", "H", "H", "H", "H", "H", "H", "H", "H", "H", "H", "H", "H"],
  "positions_angstrom": [[-1.614603, -1.666169, -2.922154], [-1.860348, 0.515458, -0.236275], [-2.066282, 0.364482, -1.551013], [-1.307845, 1.881911, 0.256075], [0.172383, 1.870865, -0.226480], [1.145692, 0.937692, 0.392440], [1.976436, 0.230492, -0.348798], [3.193869, -0.475586, 0.039737], [-1.902824, -0.649411, 0.804189], [-2.339843, -2.471606, -3.693479], [-3.557880, -2.094305, -3.535057], [-3.628421, -1.064758, -2.843423], [-2.319706, -0.745270, -2.248056], [-0.467910, -1.197070, 0.743287], [-0.501127, -1.768983, -2.676463], [-1.805572, 2.688011, -0.138271], [-1.271319, 2.074194, 1.333773], [0.179808, 1.657200, -1.328981], [0.484994, 3.019413, -0.103362], [1.282527, 1.004533, 1.475639], [0.295010, -0.288496, 0.636454], [1.824465, 0.311995, -1.481042], [3.523773, -0.372602, 1.100496], [4.074840, -0.290121, -0.601975], [2.857622, -1.531166, -0.071196], [-2.852602, -1.270155, 0.507045], [-1.983464, -0.281958, 1.835768], [-0.498556, -1.770246, 1.615602], [-4.482919, -0.542173, -2.531608], [-0.392173, -1.649385, -0.161162]],
  "forces_ev_per_angstrom": [[3.5, 0.5, 2.0], [-0.7, 0.1, 0.6], [0.5, 2.0, 1.1], [2.0, -3.1, 0.5], [-0.5, 3.3, -1.3], [-0.2, 1.5, 1.1], [1.1, 1.3, -2.6], [0.3, -1.7, 1.1], [-0.9, 1.7, -1.6], [-0.1, -0.4, 0.3], [-1.0, -2.2, -2.6], [0.8, 3.9, 3.8], [-2.8, -2.6, -2.3], [-2.2, 0.2, 1.1], [-1.9, 0.1, -0.9], [-1.2, 1.7, -1.3], [-0.4, -0.6, 0.1], [-0.2, 0.5, 0.9], [0.0, -2.5, -0.2], [0.3, 0.0, -0.1], [-1.1, -2.0, 0.4], [0.0, -0.3, 1.5], [-0.5, 0.2, -0.7], [-0.7, -0.1, 0.1], [0.9, 0.1, -0.1], [2.5, 0.1, 0.8], [-0.4, -0.1, -0.4], [1.3, -0.1, -1.3], [1.1, -0.9, -0.5], [0.3, -0.9, 0.3]],
  "nbo_charge": [0.1002, -0.0677, -0.1148, -0.4309, -0.4100, -0.3796, -0.0355, -0.6735, -0.2925, -0.2233, 0.0323, -0.1602, -0.1638, -0.7551, 0.2165, 0.2444, 0.2078, 0.2281, 0.2468, 0.2364, 0.4538, 0.2166, 0.2370, 0.2675, 0.2299, 0.2507, 0.2240, 0.4432, 0.4512, 0.4205],
  "homo_energy_ev": -10.876,
  "largest_force_ha_per_bohr": 0.10685,
  "total_charge": 1,
  "relative_energy_kcal_mol": 147.8
}



{
  "formula": "C38H76O18",
  "method": "the ωB97M-V functional and the def2-TZVPD basis",
  "species": ["O", "C", "O", "C", "C", "C", "H", "H", "H", "H", "H", "H", "H", "H", "O", "C", "O", "C", "C", "C", "H", "H", "H", "H", "H", "H", "H", "H", "O", "C", "O", "C", "C", "C", "H", "H", "H", "H", "H", "H", "H", "H", "O", "C", "O", "C", "C", "C", "H", "H", "H", "H", "H", "H", "H", "H", "O", "C", "O", "C", "C", "C", "H", "H", "H", "H", "H", "H", "H", "H", "O", "C", "O", "C", "C", "C", "H", "H", "H", "H", "H", "H", "H", "H", "O", "C", "O", "C", "C", "C", "H", "H", "H", "H", "H", "H", "H", "H", "O", "C", "O", "C", "C", "C", "H", "H", "H", "H", "H", "H", "H", "H", "C", "C", "O", "C", "H", "H", "H", "H", "H", "H", "C", "C", "O", "C", "H", "H", "H", "H", "H", "H"],
  "positions_angstrom": [[14.480794, 21.136512, 15.873037], [14.813057, 20.878934, 17.009708], [14.024510, 20.063200, 17.809852], [12.813937, 19.557547, 17.143958], [11.669440, 20.535853, 17.147536], [16.015997, 21.264108, 17.754901], [12.610473, 18.677739, 17.689377], [13.125040, 19.257268, 16.140200], [10.922686, 20.080618, 16.464258], [11.997245, 21.465994, 16.707028], [11.261082, 20.658548, 18.117906], [16.620727, 20.381628, 17.866841], [15.582603, 21.460083, 18.691335], [16.686499, 22.065480, 17.465314], [16.375447, 16.771609, 14.581717], [16.088860, 16.500929, 15.722308], [16.065090, 15.227645, 16.267375], [16.287023, 14.167008, 15.363464], [14.999160, 13.368010, 15.170467], [15.894279, 17.519930, 16.806739], [17.126677, 13.531284, 15.830200], [16.643372, 14.576776, 14.430131], [15.037380, 12.741021, 14.268948], [14.189626, 13.986822, 14.883287], [14.659478, 12.795271, 16.043093], [14.990100, 17.343907, 17.434815], [15.908539, 18.546927, 16.479739], [16.734633, 17.413366, 17.505379], [8.264576, 9.905684, 12.155214], [7.885962, 11.009719, 12.463478], [7.582209, 11.311644, 13.746207], [7.797839, 10.371754, 14.711692], [7.513131, 10.965205, 16.097867], [7.640051, 12.174978, 11.502276], [8.755637, 10.021577, 14.614047], [7.136379, 9.486277, 14.642335], [6.519656, 11.403525, 16.055945], [8.201242, 11.765244, 16.343598], [7.532885, 10.100892, 16.760427], [6.699090, 11.980758, 10.961640], [8.481617, 12.270272, 10.855813], [7.535407, 13.086154, 12.080334], [12.591552, 11.504464, 16.458099], [11.409041, 11.529823, 16.450059], [10.606213, 12.099661, 15.522481], [11.231246, 12.699335, 14.359587], [11.988859, 11.687095, 13.512938], [10.709921, 10.788437, 17.586924], [11.902928, 13.488458, 14.705896], [10.295882, 13.063790, 13.888586], [12.803185, 11.313819, 14.157938], [12.368148, 12.126756, 12.591403], [11.372777, 10.806119, 13.284672], [11.405106, 10.196069, 18.155089], [9.959451, 10.154554, 17.135072], [10.223741, 11.447802, 18.297510], [11.134912, 10.643524, 21.606531], [11.518979, 11.550205, 22.298042], [10.937408, 11.930445, 23.412238], [9.708186, 11.242148, 23.713367], [8.857690, 12.024670, 24.675764], [12.720478, 12.457058, 22.020890], [9.980707, 10.241066, 24.122646], [9.191233, 11.083240, 22.744796], [7.893206, 11.521548, 24.717039], [8.915342, 13.068997, 24.383921], [9.252529, 11.964992, 25.718834], [12.696932, 13.398236, 22.561902], [12.692580, 12.671689, 20.923197], [13.557104, 11.836626, 22.182017], [8.778072, 15.645236, 13.783870], [8.797059, 15.195381, 14.907090], [9.918318, 15.271698, 15.659587], [10.969237, 16.212406, 15.215979], [12.137721, 16.060307, 16.169043], [7.665707, 14.500481, 15.561094], [10.463249, 17.180593, 15.126808], [11.137459, 15.912976, 14.181229], [12.186626, 14.975683, 16.416011], [11.944880, 16.557802, 17.099529], [13.073814, 16.352255, 15.673982], [6.942522, 15.223307, 15.900255], [7.945298, 13.801948, 16.335612], [7.282343, 13.922446, 14.715486], [13.498993, 15.287327, 12.553067], [13.047403, 15.932029, 11.604793], [13.248080, 17.243060, 11.455225], [13.734222, 18.047121, 12.614708], [12.590096, 18.943081, 13.031452], [12.413166, 15.306772, 10.405476], [14.544610, 18.594649, 12.163721], [14.044028, 17.399384, 13.411634], [12.313900, 19.450813, 12.143633], [12.919008, 19.651567, 13.757997], [11.730875, 18.338223, 13.407437], [11.809372, 15.956067, 9.874161], [11.784940, 14.514747, 10.725487], [13.220390, 15.062269, 9.771749], [10.507538, 17.614903, 18.818114], [9.344877, 17.594767, 19.205670], [8.888430, 17.583086, 20.406593], [9.883436, 17.534384, 21.450233], [10.298996, 18.946954, 21.838430], [8.159829, 17.727104, 18.282717], [10.779599, 16.978640, 21.215053], [9.430543, 17.097608, 22.347443], [9.503905, 19.602279, 22.106327], [10.738085, 19.467416, 20.993850], [11.083270, 18.912613, 22.597564], [7.359230, 18.080609, 18.895921], [7.849780, 16.788077, 17.846955], [8.376706, 18.363962, 17.473346], [13.552382, 17.137464, 20.163551], [13.797579, 16.134180, 21.326960], [12.884632, 15.745831, 22.018219], [15.180856, 15.501446, 21.336099], [14.501943, 17.423143, 19.797537], [13.117948, 18.096100, 20.434395], [12.880722, 16.716283, 19.417193], [16.011025, 16.215485, 21.062487], [15.225848, 14.731281, 20.571243], [15.394475, 15.224722, 22.373008], [10.187685, 13.982562, 19.968227], [8.743730, 13.720856, 19.672156], [7.975604, 14.517209, 19.136602], [8.240633, 12.329499, 20.088326], [10.673151, 13.481951, 19.096661], [10.489927, 13.466382, 20.861367], [10.544560, 14.998921, 19.928198], [7.652905, 11.939429, 19.322069], [7.722345, 12.372278, 21.038009], [9.147823, 11.732614, 20.179468]],
  "forces_ev_per_angstrom": [[0.6, 0.1, 0.7], [-1.8, -0.8, -1.4], [0.3, 0.8, -0.8], [1.4, 0.5, -0.2], [0.3, -0.9, -1.6], [0.6, -0.1, 0.1], [-0.5, -0.9, 0.7], [-0.2, 0.2, 0.0], [0.1, 0.4, 0.5], [-0.1, 0.4, 0.0], [-0.4, 0.2, 0.9], [0.3, -0.5, 0.2], [0.1, 0.5, 1.7], [-0.6, 0.2, -0.7], [-0.5, -0.4, 0.5], [0.7, -0.4, 0.3], [-0.3, 2.0, -0.2], [0.7, -1.9, 0.4], [0.5, -0.7, -0.2], [-0.4, -0.3, 1.3], [-1.3, 0.8, -0.7], [0.1, 0.0, -0.3], [0.5, -0.3, 0.5], [-0.8, 1.3, 0.0], [0.4, 0.1, -0.3], [0.5, 0.0, -0.7], [-0.1, 0.0, -0.6], [-0.1, -0.1, -0.1], [0.0, 0.5, -0.1], [-0.2, -0.5, -0.2], [-0.7, 2.2, -1.8], [-2.0, -1.0, 2.2], [-0.1, -0.2, -1.2], [-0.7, -0.6, 1.3], [2.6, -1.0, 0.0], [0.1, 0.4, -0.5], [-0.2, -0.1, 0.3], [0.3, -0.2, 0.3], [0.0, 0.4, 0.5], [0.5, 0.1, 0.0], [0.4, -0.1, -0.7], [-0.1, 0.2, 0.0], [2.2, 0.8, -0.9], [-1.6, -0.7, 1.2], [0.6, -0.9, 1.0], [-0.8, -0.1, -0.2], [0.0, -0.6, 0.9], [-0.8, 0.5, -0.8], [-0.3, 0.1, -0.3], [1.0, 0.3, -0.2], [0.0, 0.2, -0.7], [0.0, 0.1, 0.1], [-0.1, 0.3, -0.1], [0.5, -0.1, -0.1], [-0.4, -0.2, 0.1], [-0.2, 0.2, -0.1], [0.1, -0.2, -0.3], [1.1, 0.9, -0.6], [-1.1, 0.3, 1.2], [0.0, -1.3, -0.4], [1.2, -0.4, 1.1], [-1.6, -0.1, -1.7], [-0.3, 0.6, -0.4], [0.2, 0.0, 0.6], [-0.3, 0.6, -0.2], [-0.8, 0.1, 0.0], [-0.1, 0.1, -0.8], [0.2, -0.2, 0.2], [0.1, -0.1, 0.8], [1.4, -0.4, 0.4], [-0.4, 0.0, 0.1], [1.8, 0.7, -0.1], [-0.2, 0.4, 0.7], [-1.4, -0.9, -0.7], [-0.3, -1.1, -0.7], [0.1, -0.8, -1.0], [0.4, 0.1, 0.4], [0.7, 0.0, 0.0], [0.3, 0.6, -0.2], [0.1, 0.5, 0.4], [-0.2, 0.1, 0.3], [-0.3, 0.2, 0.2], [0.2, 0.3, 0.3], [-0.6, 0.0, 0.3], [-1.1, 0.8, -1.1], [1.6, -0.5, 1.5], [-0.3, 0.3, 0.7], [-0.9, -0.6, -0.9], [-0.2, -1.4, 0.0], [0.3, 0.2, 1.4], [0.4, 0.2, 0.3], [0.5, -0.4, 0.1], [-0.7, 0.8, -0.7], [0.2, 0.5, 0.7], [0.6, 0.5, -0.2], [-1.1, 1.7, -0.9], [-0.1, -1.2, 0.1], [0.8, -0.9, -0.8], [-0.6, -0.3, 1.0], [0.2, 0.5, -3.6], [0.8, -0.7, 2.7], [-0.1, 1.1, 1.5], [1.0, -0.1, -0.8], [0.1, -0.8, 0.4], [-0.1, -0.4, -0.5], [-0.2, -0.3, -0.5], [-0.9, 0.1, 0.7], [0.3, -0.1, -0.4], [-0.3, 0.0, 0.2], [-0.7, 0.4, 0.0], [0.2, -0.5, 0.2], [0.3, 1.0, -0.9], [-0.2, -0.2, 1.2], [-0.6, 0.4, -1.9], [0.4, 0.1, 0.3], [0.8, 1.6, 0.7], [1.0, 0.0, -1.0], [-0.4, -0.1, 0.6], [0.2, -0.2, -0.1], [-1.1, -0.4, 0.1], [-0.1, -0.5, 0.3], [0.0, -0.8, -0.4], [0.2, -0.5, -1.4], [-2.0, 0.9, 0.1], [1.2, -0.8, 0.5], [2.2, 1.2, 0.4], [0.1, 0.1, 0.6], [0.2, -0.1, 0.3], [-0.3, 0.5, 0.1], [-1.3, -0.6, -1.1], [-0.2, 0.1, 0.1], [-0.2, -0.5, 0.3]],
  "mulliken_charge": [-0.5626, 0.7571, -0.2992, 1.2634, -1.3251, -1.0983, -0.3880, -0.1270, 0.2440, 0.5398, 0.1866, 0.2650, 0.3276, 0.3461, -0.6138, 0.6419, -0.2476, -0.6512, -0.2365, -0.4033, 0.2829, 0.3973, 0.3753, -0.3164, 0.3454, -0.1319, 0.1077, 0.4546, -0.5823, 0.7174, -0.1659, -0.7125, -0.4228, -0.9716, 0.4049, 0.4397, 0.5987, -0.5225, 0.4856, 0.3289, 0.3184, 0.1923, -0.5286, 0.5612, 0.4452, 1.0564, -1.5256, -0.9624, -0.8215, 0.0157, 0.4021, 0.3090, 0.3288, 0.4169, 0.2717, -0.0564, -0.6166, 0.7324, -0.3314, -0.0140, -1.2124, -0.8247, 0.2951, 0.1727, 0.3715, 0.2873, 0.3454, 0.2166, 0.1486, 0.5049, -0.6521, 0.5173, 0.3578, -0.9912, 1.1424, -0.6925, 0.7298, 0.2845, -0.1183, -0.6476, -0.5654, 0.4282, -0.3554, 0.3423, -0.5447, 0.9790, -0.3883, 0.1678, -0.9826, -1.4043, 0.4194, -0.1276, 0.4587, 0.3123, 0.0890, 0.4451, 0.2608, 0.3687, -0.0250, 0.5784, -0.3362, 0.5059, -1.2920, -1.3137, -0.2483, 0.3995, 0.3864, 0.1430, 0.3871, 0.4637, 0.0620, 0.3587, -0.3908, 0.5596, -0.5290, -1.3762, 0.4517, 0.3124, -0.1458, 0.4302, 0.2705, 0.3828, 0.0953, 1.1071, -0.6373, -1.1071, 0.0632, -0.0269, -0.4330, 0.3491, 0.3242, 0.1671],
  "homo_energy_ev": -9.754,
  "largest_force_ha_per_bohr": 0.07076,
  "relative_energy_kcal_mol": 40.2
}